The following is a DFT calculation (the ωB97M-V functional and the def2-TZVPD basis) of an isolated molecule of C17H30N2O5.

Atoms and positions in Å:
C1 6.85 2.65 0.75
C2 6.37 2.05 -0.61
O1 4.89 1.47 -0.57
C3 4.61 0.37 0.20
O2 5.43 -0.45 0.63
C4 3.18 0.18 0.20
O3 2.34 1.31 0.45
C5 2.15 0.62 -0.78
C6 1.04 -0.31 -0.98
O4 0.73 -0.51 -2.06
N1 0.14 -0.41 0.01
C7 -1.00 -1.11 0.07
C8 -1.03 -2.54 0.69
C9 -0.22 -3.72 0.31
C10 1.43 -3.33 0.31
C11 -0.53 -3.84 -1.17
C12 -2.17 -0.32 0.76
O5 -1.77 0.51 1.55
N2 -3.33 -0.43 0.17
C13 -4.46 0.26 0.68
C14 -5.11 0.92 -0.50
C15 -6.17 2.00 -0.19
C16 -7.42 1.26 0.75
C17 -6.73 2.99 -0.94
H1 6.87 1.94 1.39
H2 7.99 3.08 0.37
H3 6.24 3.39 1.11
H4 6.97 1.28 -0.95
H5 6.23 2.76 -1.44
H6 3.04 -0.71 0.83
H7 2.44 1.23 -1.49
H8 0.40 -0.13 0.83
H9 -1.19 -1.22 -1.06
H10 -2.13 -2.89 1.01
H11 -0.64 -2.47 1.89
H12 -0.43 -4.74 0.82
H13 1.83 -4.31 0.28
H14 1.53 -3.13 1.30
H15 1.55 -2.59 -0.17
H16 -0.11 -4.82 -1.38
H17 -1.61 -3.90 -1.60
H18 -0.10 -3.12 -1.88
H19 -3.52 -1.23 -0.65
H20 -5.15 -0.58 1.11
H21 -4.01 0.73 1.50
H22 -5.51 0.30 -1.24
H23 -4.24 1.83 -0.89
H24 -5.65 2.55 0.78
H25 -7.21 0.71 1.39
H26 -8.33 2.07 0.83
H27 -7.71 0.49 -0.12
H28 -7.46 3.57 -0.83
H29 -5.78 3.34 -1.51
H30 -7.09 2.39 -2.08

The largest force on an atom is 18.393 eV/Å. Its structure (SMILES) is CCOC(=O)[C@H]1O[C@@H]1C(=O)N[C@@H](CC(C)C)C(=O)NCCC(C)C. The relative energy (zero: lowest compared OMol25 entry of this formula, charge and spin) is 1573.1 kJ/mol. The LUMO energy comes out at 0.55 eV.

The following is a DFT calculation (the ωB97M-V functional and the def2-TZVPD basis) of a cluster of 13 separate species, C24H44Cl24F2NO4PSi in total.

Atoms and positions in Å:
C1 1.22 -0.06 2.88
Si1 0.25 -1.32 1.79
C2 -1.26 -1.96 2.78
C3 -0.22 -0.59 0.09
C4 -1.09 0.73 0.16
C5 -2.55 0.36 -0.28
F1 -2.62 0.15 -1.63
F2 -3.36 1.45 -0.01
O1 -3.00 -0.73 0.50
P1 -3.70 -1.95 -0.38
O2 -4.90 -1.53 -1.15
O3 -2.67 -2.71 -1.40
O4 -4.25 -3.04 0.76
C6 -3.50 -4.29 0.75
N1 -3.68 -4.92 2.07
C7 1.29 -2.90 1.42
C8 0.95 -4.19 2.02
C9 1.74 -5.35 1.65
C10 2.86 -5.21 0.71
C11 3.21 -3.93 0.12
C12 2.42 -2.76 0.47
H1 2.17 0.28 2.40
H2 1.47 -0.50 3.87
H3 0.55 0.84 3.10
H4 -1.81 -2.65 2.08
H5 -1.97 -1.16 3.05
H6 -0.95 -2.59 3.65
H7 -0.75 -1.40 -0.47
H8 0.75 -0.43 -0.46
H9 -0.69 1.41 -0.63
H10 -1.05 1.26 1.13
H11 -3.18 -3.24 -2.04
H12 -2.40 -4.17 0.63
H13 -3.96 -4.98 0.02
H14 -3.26 -4.25 2.72
H15 -4.67 -4.98 2.30
H16 0.08 -4.23 2.69
H17 1.46 -6.33 2.09
H18 3.48 -6.07 0.43
H19 4.03 -3.79 -0.61
H20 2.67 -1.79 -0.01
C13 -1.65 2.59 4.36
Cl1 -0.13 2.82 3.50
Cl2 -2.10 0.89 4.45
H21 -1.55 2.98 5.37
H22 -2.44 3.13 3.84
C14 1.96 3.91 0.45
Cl3 1.33 2.40 -0.22
Cl4 2.58 3.67 2.09
H23 2.76 4.27 -0.18
H24 1.15 4.64 0.48
C15 5.22 0.23 -2.14
Cl5 5.29 1.86 -1.46
Cl6 4.14 -0.84 -1.22
H25 4.86 0.30 -3.16
H26 6.22 -0.19 -2.12
C16 7.38 4.56 -3.17
Cl7 7.31 3.09 -4.15
Cl8 6.05 4.62 -2.00
H27 8.32 4.58 -2.63
H28 7.31 5.42 -3.83
C17 -6.41 1.45 -0.35
Cl9 -7.62 1.91 -1.55
Cl10 -7.14 0.59 1.01
H29 -5.67 0.81 -0.82
H30 -5.93 2.35 0.03
C18 11.16 2.96 -2.45
Cl11 12.86 2.70 -2.86
Cl12 10.72 4.67 -2.56
H31 10.54 2.39 -3.14
H32 10.99 2.62 -1.43
C19 -0.07 -8.04 -0.72
Cl13 1.31 -6.98 -0.41
Cl14 -1.56 -7.36 -0.05
H33 -0.19 -8.17 -1.78
H34 0.11 -9.00 -0.25
C20 0.20 7.73 -1.03
Cl15 1.86 7.52 -1.61
Cl16 -0.19 6.55 0.22
H35 0.10 8.73 -0.62
H36 -0.48 7.61 -1.87
C21 2.30 -6.95 -4.39
Cl17 2.11 -5.40 -3.56
Cl18 1.36 -8.23 -3.61
H37 1.96 -6.84 -5.42
H38 3.35 -7.23 -4.39
C22 1.03 10.19 -4.82
Cl19 2.72 9.80 -4.47
Cl20 0.02 10.04 -3.38
H39 0.98 11.21 -5.19
H40 0.67 9.50 -5.58
C23 -5.03 -4.29 5.05
Cl21 -3.33 -4.59 5.45
Cl22 -6.05 -4.42 6.49
H41 -5.12 -3.29 4.65
H42 -5.35 -5.02 4.32
C24 -9.80 4.46 0.61
Cl23 -8.47 5.59 0.85
Cl24 -11.31 5.07 1.30
H43 -9.94 4.30 -0.46
H44 -9.56 3.51 1.08

The largest force on an atom is 4.429 eV/Å. The LUMO energy comes out at 0.23 eV.

The following is a DFT calculation (the ωB97M-V functional and the def2-TZVPD basis) of a structure of composition C21H34AsIrN5O3P2S4.

Atoms and positions in Å:
Ir1 1.92 -0.11 1.26
S1 5.79 1.86 3.17
As1 4.64 0.12 3.08
S2 2.40 0.58 3.34
S3 4.17 -0.51 0.94
S4 5.16 -1.53 4.25
C1 -0.82 -0.74 4.55
N1 -1.42 0.16 3.55
C2 -1.04 1.56 3.73
P1 -1.75 -0.53 2.12
O1 -0.73 -1.32 1.40
O2 -2.26 0.73 1.21
P2 -1.39 1.69 0.24
O3 -0.09 2.10 0.77
N2 -2.46 2.92 0.02
C3 -3.89 2.81 0.18
C4 -1.95 4.28 -0.06
N3 -1.24 0.91 -1.22
C5 -2.41 0.76 -2.07
C6 -0.34 -0.25 -1.34
N4 -3.11 -1.43 2.36
C7 -3.42 -2.50 1.44
C8 -4.27 -0.83 2.99
H1 -1.15 -0.41 5.54
H2 0.27 -0.72 4.49
H3 -1.17 -1.76 4.39
H4 -1.19 1.81 4.78
H5 -1.69 2.21 3.13
H6 0.00 1.75 3.46
H7 -4.21 1.77 0.17
H8 -4.40 3.33 -0.63
H9 -4.22 3.25 1.13
H10 -0.87 4.27 -0.11
H11 -2.25 4.86 0.81
H12 -2.34 4.77 -0.96
H13 -2.99 1.67 -2.07
H14 -3.05 -0.08 -1.76
H15 -2.08 0.57 -3.09
H16 1.19 1.04 -0.94
H17 -0.35 -0.51 -2.41
H18 -0.70 -1.10 -0.76
H19 -2.51 -2.93 1.04
H20 -4.05 -2.15 0.61
H21 -3.97 -3.29 1.97
H22 -3.96 -0.08 3.71
H23 -4.84 -1.60 3.52
H24 -4.93 -0.37 2.25
N5 1.06 0.03 -0.94
C9 1.98 -0.56 -1.88
C10 2.19 0.10 -3.15
C11 1.84 1.45 -3.33
C12 2.02 2.09 -4.55
C13 2.54 1.39 -5.64
C14 2.86 0.05 -5.49
C15 2.69 -0.59 -4.27
C16 2.52 -1.86 -1.51
C17 1.82 -2.68 -0.61
C18 2.35 -3.88 -0.19
C19 3.59 -4.29 -0.64
C20 4.32 -3.48 -1.50
C21 3.79 -2.27 -1.93
H25 1.45 2.04 -2.51
H26 1.77 3.13 -4.64
H27 2.68 1.89 -6.58
H28 3.24 -0.51 -6.33
H29 2.90 -1.64 -4.19
H30 0.86 -2.37 -0.21
H31 1.80 -4.49 0.52
H32 4.02 -5.22 -0.29
H33 5.31 -3.76 -1.81
H34 4.39 -1.61 -2.53

The largest force on an atom is 0.472 eV/Å. As for the total charge: -1. As for the multiplicity: 5. The relative energy (zero: lowest compared OMol25 entry of this formula, charge and spin) is 69.9 kJ/mol. The LUMO energy (spin up / spin down) comes out at 1.81 / 1.26 eV.

The following is a DFT calculation (the ωB97M-V functional and the def2-TZVPD basis) of an isolated molecule of C3H5BO2.

Atoms and positions in Å:
O1 2.00 1.44 0.00
C1 1.70 0.30 -0.22
C2 0.78 -0.55 0.60
C3 -0.50 -0.61 -0.21
B1 -1.65 0.18 -0.06
O2 -2.77 0.81 0.09
H1 2.06 -0.20 -1.15
H2 1.20 -1.56 0.72
H3 0.61 -0.10 1.57
H4 -0.49 -1.36 -0.99
H5 -2.95 1.64 -0.36

The largest force on an atom is 1.454 eV/Å. Its structure (SMILES) is O=CC/C=B/O. The relative energy (zero: lowest compared OMol25 entry of this formula, charge and spin) is 220.0 kJ/mol. The LUMO energy comes out at 0.13 eV.

The following is a DFT calculation (the ωB97M-V functional and the def2-TZVPD basis) of an isolated molecule of HNO2.

Atoms and positions in Å:
O1 0.87 -0.57 -0.22
N1 0.30 0.44 -0.09
O2 -0.98 0.27 0.24
H1 -1.13 -0.70 0.55

The largest force on an atom is 2.566 eV/Å. Its structure (SMILES) is O=NO. The relative energy (zero: lowest compared OMol25 entry of this formula, charge and spin) is 12.4 kJ/mol. The LUMO energy comes out at 0.33 eV.

The following is a DFT calculation (the ωB97M-V functional and the def2-TZVPD basis) of a cluster of 2 separate species, C9H10F2NO5S in total.

Atoms and positions in Å:
C1 5.11 -0.65 1.29
C2 3.77 -0.92 1.97
O1 2.82 -1.10 0.93
N1 1.50 -0.94 1.43
C3 0.49 -1.71 0.44
O2 -0.45 -2.14 1.08
O3 0.84 -1.67 -0.72
S1 1.07 0.69 1.43
O4 1.33 1.28 2.71
O5 -0.18 0.87 0.79
F1 2.17 1.29 0.47
H1 5.90 -0.54 2.04
H2 5.35 -1.47 0.61
H3 5.04 0.25 0.68
H4 3.49 -0.09 2.62
H5 3.82 -1.82 2.60
F2 -5.13 2.43 -3.01
C4 -4.31 1.57 -2.35
C5 -2.96 1.82 -2.34
C6 -2.13 0.93 -1.67
C7 -2.65 -0.18 -1.01
C8 -4.02 -0.39 -1.04
C9 -4.87 0.48 -1.71
H6 -2.56 2.68 -2.86
H7 -1.06 1.10 -1.63
H8 -1.99 -0.85 -0.48
H9 -4.44 -1.25 -0.53
H10 -5.94 0.33 -1.74

The largest force on an atom is 0.875 eV/Å. As for the total charge: -1. The LUMO energy comes out at 3.21 eV.

The following is a DFT calculation (the ωB97M-V functional and the def2-TZVPD basis) of an isolated molecule of C2H5N3S.

Atoms and positions in Å:
N1 2.64 -0.96 -0.01
N2 2.44 0.53 0.03
C1 1.19 0.85 -0.01
N3 0.07 0.00 -0.10
C2 -1.21 0.47 0.00
S1 -2.66 -0.32 0.02
H1 3.43 -1.14 -0.62
H2 3.14 -1.14 0.95
H3 0.96 1.93 0.03
H4 0.28 -0.98 -0.19
H5 -1.21 1.55 0.09

The largest force on an atom is 2.840 eV/Å. Its structure (SMILES) is N/N=C\NC=S. The relative energy (zero: lowest compared OMol25 entry of this formula, charge and spin) is 195.4 kJ/mol. The LUMO energy comes out at 0.13 eV.

The following is a DFT calculation (the ωB97M-V functional and the def2-TZVPD basis) of a cluster of 14 separate species, C7H42NO13 in total.

Atoms and positions in Å:
C1 -1.54 -1.27 2.87
C2 -0.46 -0.84 1.85
C3 -0.52 -1.70 0.59
C4 0.22 -1.16 -0.73
C5 0.13 -3.29 -2.03
C6 0.85 -2.28 -1.42
C7 2.28 -2.16 -1.73
N1 -0.67 0.68 1.53
H1 -2.54 -0.97 2.54
H2 -1.32 -0.89 3.86
H3 -1.57 -2.38 2.94
H4 0.53 -0.93 2.30
H5 -0.06 -2.68 0.83
H6 -1.54 -2.00 0.34
H7 -0.43 -0.56 -1.35
H8 0.92 -0.42 -0.28
H9 0.68 -3.97 -2.67
H10 -0.92 -3.44 -1.80
H11 2.97 -2.26 -0.87
H12 2.67 -2.90 -2.45
H13 2.53 -1.14 -2.09
H14 -0.14 1.11 0.74
H15 -1.64 0.97 1.37
H16 -0.23 1.09 2.45
H17 1.65 -3.29 4.32
H18 2.31 -3.41 2.83
O1 1.59 -3.63 3.43
H19 2.36 1.54 -1.33
H20 2.53 1.23 0.28
O2 2.03 1.70 -0.43
H21 -0.81 4.14 -3.33
H22 -0.40 2.78 -2.71
O3 -1.00 3.52 -2.62
H23 -1.37 3.38 -0.99
H24 -0.77 3.81 0.40
O4 -1.56 3.44 -0.03
H25 3.00 -3.03 1.09
H26 4.27 -2.87 1.94
O5 3.40 -2.49 1.77
H27 1.52 4.57 0.88
H28 1.07 3.28 0.05
O6 1.01 3.75 0.91
H29 -4.02 0.69 -0.59
H30 -4.70 0.80 -1.96
O7 -4.41 0.15 -1.30
H31 3.07 0.69 2.50
H32 3.24 -0.66 1.81
O8 2.83 0.22 1.69
H33 -2.50 -2.14 -1.85
H34 -3.40 -0.89 -1.90
O9 -2.77 -1.46 -2.47
H35 0.64 2.34 4.13
H36 0.72 3.03 2.77
O10 0.14 2.47 3.31
H37 -3.86 2.29 1.55
H38 -2.87 2.35 0.40
O11 -3.55 1.76 0.80
H39 0.79 0.52 -3.60
H40 1.89 1.16 -4.36
O12 1.73 0.81 -3.48
H41 -1.64 -0.02 -2.87
H42 -1.25 0.32 -4.39
O13 -1.12 0.53 -3.47

The largest force on an atom is 3.098 eV/Å. As for the total charge: +2. As for the multiplicity: 2. The relative energy (zero: lowest compared OMol25 entry of this formula, charge and spin) is 0.0 kJ/mol. The LUMO energy (spin up / spin down) comes out at -6.95 / -10.71 eV.

The following is a DFT calculation (the ωB97M-V functional and the def2-TZVPD basis) of a structure of composition C32H40BrCoN4O7P.

Atoms and positions in Å:
Co1 0.82 -1.07 -0.35
O1 3.00 -2.46 3.12
C1 3.45 -1.24 3.52
C2 4.58 -1.17 4.33
C3 5.08 0.06 4.71
C4 4.44 1.23 4.31
C5 3.31 1.16 3.52
C6 2.80 -0.07 3.12
C7 1.57 -0.24 2.22
O2 1.90 -1.06 1.19
N1 1.06 1.02 1.74
N2 0.50 0.99 0.47
C8 -0.13 2.11 0.14
C9 -0.49 2.57 -1.11
Br1 0.33 1.68 -2.67
C10 -1.29 3.68 -1.40
C11 -2.17 4.35 -0.51
C12 -2.62 5.65 -0.85
C13 -3.42 6.37 0.00
C14 -3.84 5.84 1.21
C15 -3.46 4.55 1.55
C16 -2.65 3.81 0.71
H1 2.47 -2.30 2.31
H2 5.07 -2.08 4.63
H3 5.97 0.11 5.31
H4 4.84 2.19 4.61
H5 2.81 2.06 3.21
H6 0.78 -0.73 2.86
H7 0.52 1.55 2.42
H8 -0.33 2.83 0.94
H9 -1.19 4.09 -2.39
H10 -2.31 6.07 -1.79
H11 -3.72 7.38 -0.28
H12 -4.46 6.42 1.89
H13 -3.80 4.11 2.48
H14 -2.42 2.79 0.98
C17 -4.37 0.43 -2.52
N3 -3.72 -0.10 -1.31
C18 -4.37 -1.32 -0.80
C19 -2.24 -0.20 -1.44
C20 -1.61 -1.37 -2.16
C21 -2.25 -2.10 -3.15
C22 -1.61 -3.14 -3.81
C23 -0.30 -3.44 -3.49
C24 0.35 -2.70 -2.52
C25 -0.27 -1.65 -1.83
H15 -5.44 0.59 -2.33
H16 -4.26 -0.27 -3.34
H17 -3.91 1.37 -2.80
H18 -3.84 0.60 -0.57
H19 -4.18 -2.16 -1.47
H20 -5.44 -1.16 -0.71
H21 -3.95 -1.55 0.18
H22 -1.82 -0.18 -0.43
H23 -1.92 0.72 -1.94
H24 -3.27 -1.90 -3.45
H25 -2.13 -3.69 -4.58
H26 0.21 -4.24 -4.00
H27 1.37 -2.97 -2.27
O3 -2.49 -0.94 1.51
C26 -1.66 -1.84 1.57
C27 -1.75 -3.03 2.52
C28 -0.63 -3.95 2.07
C29 0.05 -3.15 0.97
O4 1.01 -3.49 0.31
N4 -0.58 -1.96 0.77
H28 -2.75 -3.47 2.45
H29 -1.62 -2.67 3.54
H30 -0.97 -4.90 1.66
H31 0.10 -4.15 2.85
C30 2.51 -0.96 -4.12
O5 3.01 -0.29 -2.99
P1 2.76 -0.63 -1.43
O6 3.71 0.49 -0.81
C31 3.37 1.85 -0.60
O7 3.79 -1.85 -1.32
C32 4.18 -2.41 -0.08
H32 2.94 -0.45 -4.99
H33 1.43 -0.91 -4.17
H34 2.83 -2.00 -4.13
H35 3.59 2.10 0.44
H36 2.33 2.05 -0.80
H37 3.99 2.47 -1.27
H38 3.37 -3.01 0.35
H39 4.46 -1.63 0.62
H40 5.04 -3.05 -0.27

The largest force on an atom is 4.112 eV/Å. As for the multiplicity: 2. The relative energy (zero: lowest compared OMol25 entry of this formula, charge and spin) is 0.0 kJ/mol. The LUMO energy (spin up / spin down) comes out at -1.01 / -0.98 eV.